No. 1
ORCA calculation (wB97M-V/def2-TZVPD) on a molecular structure, C49H48GaN10O16S at a distorted geometry.

Element x y z (Å)
C (4.714, -2.324, 0.413)
C (4.521, -2.732, -1.117)
O (3.439, -3.118, -1.643)
N (5.736, -2.680, -1.969)
C (5.939, -4.027, -2.582)
Ga (5.363, -1.296, -3.286)
C (5.235, 0.507, -2.273)
C (3.778, 1.170, -2.268)
S (2.716, 0.606, -0.822)
C (1.466, -0.581, -1.457)
N (0.927, -1.594, -0.602)
N (0.052, -2.370, -1.329)
C (0.075, -1.799, -2.631)
O (0.943, -0.675, -2.772)
H (5.101, -3.244, 0.958)
H (3.751, -1.893, 0.840)
H (5.507, -1.499, 0.437)
H (7.000, -4.385, -2.296)
H (5.791, -4.051, -3.718)
H (5.234, -4.839, -2.161)
H (6.574, -1.157, -4.358)
H (4.013, -1.559, -4.136)
H (5.986, 1.261, -2.713)
H (5.548, 0.308, -1.189)
H (3.220, 1.085, -3.271)
H (3.912, 2.308, -2.104)
H (-0.559, -2.279, -3.441)
C (-1.126, -2.610, 1.770)
C (-0.375, -3.667, 1.263)
C (-0.137, -4.791, 2.048)
C (-0.662, -4.847, 3.339)
C (-1.409, -3.789, 3.854)
C (-1.639, -2.668, 3.063)
N (-0.437, -6.038, 4.160)
O (0.237, -6.940, 3.686)
O (-0.941, -6.067, 5.277)
H (-1.313, -1.737, 1.152)
H (0.023, -3.616, 0.255)
H (0.449, -5.607, 1.643)
H (-1.817, -3.823, 4.858)
H (-2.219, -1.842, 3.452)
C (-6.784, -1.715, -0.823)
C (-6.225, -0.442, -0.864)
C (-5.422, 0.000, 0.181)
C (-5.181, -0.846, 1.262)
C (-5.745, -2.119, 1.314)
C (-6.549, -2.551, 0.265)
N (-4.315, -0.397, 2.352)
O (-3.850, 0.732, 2.283)
O (-4.099, -1.177, 3.268)
H (-7.405, -2.058, -1.642)
H (-6.413, 0.205, -1.714)
H (-4.991, 0.994, 0.137)
H (-5.566, -2.781, 2.154)
H (-6.990, -3.542, 0.293)
C (-4.012, -9.138, 4.955)
C (-4.483, -10.418, 5.232)
C (-3.694, -11.310, 5.948)
C (-2.434, -10.908, 6.387)
C (-1.953, -9.630, 6.107)
C (-2.749, -8.745, 5.387)
N (-1.609, -11.837, 7.164)
O (-2.056, -12.956, 7.375)
O (-0.525, -11.440, 7.561)
H (-4.633, -8.442, 4.400)
H (-5.468, -10.719, 4.891)
H (-4.072, -12.305, 6.157)
H (-0.972, -9.311, 6.441)
H (-2.385, -7.747, 5.166)
C (-3.380, -6.354, -4.517)
C (-4.593, -6.266, -3.841)
C (-5.243, -5.041, -3.733)
C (-4.669, -3.911, -4.311)
C (-3.451, -3.991, -4.982)
C (-2.807, -5.219, -5.082)
N (-5.361, -2.623, -4.221)
O (-6.419, -2.584, -3.608)
O (-4.844, -1.661, -4.766)
H (-2.878, -7.313, -4.604)
H (-5.034, -7.154, -3.401)
H (-6.188, -4.986, -3.205)
H (-2.996, -3.114, -5.429)
H (-1.859, -5.293, -5.605)
C (-0.867, 2.350, -0.523)
C (-2.059, 2.460, 0.186)
C (-2.697, 3.690, 0.290)
C (-2.133, 4.806, -0.326)
C (-0.935, 4.705, -1.031)
C (-0.302, 3.470, -1.126)
N (-2.815, 6.099, -0.240)
O (-3.854, 6.154, 0.401)
O (-2.311, 7.052, -0.820)
H (-0.374, 1.386, -0.606)
H (-2.493, 1.584, 0.656)
H (-3.626, 3.762, 0.845)
H (-0.487, 5.570, -1.508)
H (0.629, 3.379, -1.675)
C (-0.730, 10.771, -3.685)
C (-1.042, 9.754, -2.787)
C (-0.055, 9.227, -1.962)
C (1.242, 9.728, -2.042)
C (1.563, 10.741, -2.944)
C (0.570, 11.260, -3.767)
N (2.280, 9.194, -1.158)
O (1.970, 8.295, -0.393)
O (3.400, 9.683, -1.234)
H (-1.505, 11.184, -4.323)
H (-2.057, 9.375, -2.727)
H (-0.313, 8.435, -1.267)
H (2.572, 11.133, -3.016)
H (0.808, 12.051, -4.471)
C (6.106, 10.649, 1.672)
C (7.244, 10.603, 2.471)
C (8.074, 9.488, 2.438)
C (7.755, 8.424, 1.596)
C (6.613, 8.461, 0.799)
C (5.787, 9.579, 0.840)
N (8.640, 7.258, 1.540)
O (9.624, 7.254, 2.267)
O (8.349, 6.359, 0.767)
H (5.463, 11.524, 1.696)
H (7.486, 11.439, 3.118)
H (8.958, 9.464, 3.065)
H (6.356, 7.635, 0.145)
H (4.897, 9.620, 0.221)

Charge: -1
LUMO in eV: 0.2907
M in g/mol: 1134.77
Total energy in eV: -162442.245

---

No. 2
ORCA calculation (wB97M-V/def2-TZVPD) on C6H9N in the gas phase.

Element x y z (Å)
C (-0.352, 1.429, -1.978)
C (-0.076, 0.147, -1.203)
C (0.305, 0.325, 0.179)
C (0.206, -0.699, 1.114)
C (0.293, -0.399, 2.603)
C (0.322, -1.994, 0.632)
N (-0.188, -1.041, -1.703)
H (-0.455, 1.207, -3.046)
H (-1.256, 1.927, -1.603)
H (0.494, 2.112, -1.837)
H (0.745, 1.275, 0.485)
H (0.436, -1.308, 3.193)
H (-0.626, 0.094, 2.946)
H (1.122, 0.285, 2.814)
H (-0.378, -2.443, -0.078)
H (-0.664, -1.023, -2.608)

Energy relative to the best compared isomer or geometry (same formula, charge and spin) in eV: 4.553
Charge: 0
LUMO (alpha / beta) in eV: -0.3874 / -0.4860
M in g/mol: 95.14
Total energy in eV: -7853.606

---

No. 3
ORCA calculation (wB97M-V/def2-TZVPD) on C4H7NO2 in the gas phase at a distorted geometry.

Element x y z (Å)
O (-1.353, -1.114, 1.816)
N (-1.651, -0.225, 0.757)
C (-0.626, -0.150, 0.000)
C (-0.284, 0.493, -1.326)
C (1.208, 0.104, -1.078)
C (0.825, -0.273, 0.370)
O (0.739, 0.919, 1.178)
H (-2.174, -1.133, 2.322)
H (-0.490, 1.560, -1.440)
H (-0.766, -0.068, -2.128)
H (1.959, 0.895, -1.153)
H (1.520, -0.746, -1.700)
H (1.297, -1.117, 0.887)
H (-0.204, 0.855, 1.497)

Energy relative to the best compared isomer or geometry (same formula, charge and spin) in eV: 4.331
Charge: 0
LUMO in eV: 0.9153
SMILES string: O/N=C1/CC[C@H]1O
M in g/mol: 101.10
Total energy in eV: -9842.948

---

No. 4
ORCA calculation (wB97M-V/def2-TZVPD) on 2 unconnected molecules or ions with the total composition C9H14 at a distorted geometry.

Element x y z (Å)
C (-2.259, 3.390, -1.323)
C (-1.578, 2.499, -0.323)
C (-2.248, 1.865, 0.656)
C (-1.905, 0.642, 1.246)
C (-0.683, 0.132, 0.932)
C (0.146, 0.831, -0.010)
C (-0.230, 2.042, -0.588)
H (-1.815, 3.142, -2.294)
H (-2.272, 4.412, -1.113)
H (-3.325, 3.080, -1.366)
H (-3.170, 2.160, 0.975)
H (-2.572, 0.039, 1.806)
H (-0.364, -0.882, 1.008)
H (1.156, 0.485, -0.187)
H (0.520, 2.531, -1.066)
C (2.378, -3.274, -0.547)
C (2.762, -3.218, 0.998)
H (1.391, -3.528, -0.794)
H (2.684, -2.355, -1.099)
H (2.888, -4.248, -0.820)
H (2.145, -2.486, 1.545)
H (3.835, -3.095, 0.890)
H (2.516, -4.164, 1.473)

Energy relative to the best compared isomer or geometry (same formula, charge and spin) in eV: 1.787
Charge: 0
LUMO in eV: 1.0265
SMILES string: Cc1ccccc1.CC
M in g/mol: 122.21
Total energy in eV: -9558.395